{"formula": "C5H10O", "method": "wB97M-V/def2-TZVPD", "total_energy_ev": -7393.761, "homo_lumo_gap_ev": 10.81, "symbols": ["C", "H", "H", "C", "H", "H", "O", "H", "C", "C", "H", "H", "H", "H", "H", "C"], "xyz": [[-0.85, -0.49, -0.63], [-0.94, -1.65, -2.47], [0.61, -1.71, -1.60], [-0.29, -0.40, 0.79], [1.12, 1.79, 2.02], [-0.79, -2.61, -0.98], [-0.15, 0.73, -0.98], [-0.91, -0.65, 1.65], [-0.47, -1.68, -1.48], [1.27, 1.63, 0.95], [-0.87, 1.72, 0.69], [-1.94, -0.32, -0.64], [1.56, 2.58, 0.50], [2.08, 0.91, 0.83], [0.67, -0.93, 0.84], [-0.03, 1.06, 0.43]], "mulliken_charge": [0.40, 0.34, 0.32, -0.78, 0.34, 0.32, -0.46, 0.32, -1.38, -1.35, 0.29, 0.30, 0.35, 0.30, 0.26, 0.42]}



{"formula": "C5H10O", "method": "wB97M-V/def2-TZVPD", "total_energy_ev": -7390.071, "homo_lumo_gap_ev": 9.62, "symbols": ["C", "H", "H", "H", "C", "C", "H", "C", "O", "H", "H", "H", "C", "H", "H", "H"], "xyz": [[1.17, 0.08, 0.65], [-0.81, 0.12, 1.89], [1.31, 0.70, -1.37], [-2.48, -1.83, 0.47], [-1.06, 0.44, -0.34], [-0.33, -1.04, -0.06], [2.81, 0.84, -0.48], [1.73, 1.00, -0.41], [1.08, -1.19, -0.03], [-2.74, -1.25, 0.08], [-0.81, -1.90, -0.48], [1.75, 0.07, 1.58], [-0.35, 0.09, 0.91], [-0.71, 1.09, -1.12], [-2.13, 0.64, -0.14], [1.51, 2.06, -0.24]], "mulliken_charge": [0.39, 0.31, 0.34, 0.05, -0.73, -0.46, 0.36, -1.38, -0.46, -0.01, 0.42, 0.41, -0.04, 0.19, 0.30, 0.31]}



{"formula": "C5H10O", "method": "wB97M-V/def2-TZVPD", "total_energy_ev": -7393.850, "homo_lumo_gap_ev": 10.68, "symbols": ["C", "O", "H", "H", "H", "C", "H", "H", "H", "C", "C", "H", "H", "H", "C", "H"], "xyz": [[-0.81, -1.28, -0.89], [0.25, 2.09, 1.33], [1.55, 0.63, 1.34], [-1.99, -2.55, 0.36], [-0.52, -1.97, 1.16], [0.68, 0.86, -0.68], [1.26, -0.89, -1.73], [-0.83, -2.14, -1.56], [1.26, -1.22, -0.14], [0.77, 1.17, 0.74], [-1.32, -1.69, 0.49], [-0.17, 1.36, -1.13], [-1.49, -0.55, -1.33], [1.63, 1.12, -1.16], [0.61, -0.72, -0.87], [-1.97, -0.95, 0.96]], "mulliken_charge": [-0.39, -0.48, 0.32, 0.35, 0.30, -0.40, 0.36, 0.32, 0.42, -0.05, -1.09, 0.25, 0.30, 0.32, -0.80, 0.28]}



{"formula": "C5H10O", "method": "wB97M-V/def2-TZVPD", "total_energy_ev": -7390.457, "homo_lumo_gap_ev": 8.82, "symbols": ["C", "H", "H", "H", "H", "C", "C", "O", "H", "H", "C", "H", "C", "H", "H", "H"], "xyz": [[0.83, -1.11, -0.23], [-0.89, 2.29, 0.40], [-0.42, -0.74, 1.51], [0.71, -1.44, -1.27], [-1.62, -0.25, -1.26], [-0.54, -1.00, 0.45], [-1.33, 0.10, -0.25], [0.71, 1.33, -0.71], [-2.27, 0.33, 0.27], [1.47, -1.84, 0.27], [1.52, 0.25, -0.19], [-0.74, 2.03, 1.25], [-0.60, 1.39, -0.51], [1.77, 0.53, 0.84], [2.43, 0.26, -0.79], [-1.07, -1.96, 0.40]], "mulliken_charge": [-0.54, 0.04, 0.31, 0.30, 0.31, -0.49, -0.58, -0.26, 0.31, 0.32, -0.47, 0.08, -0.26, 0.34, 0.30, 0.28]}



{"formula": "C5H10O", "method": "wB97M-V/def2-TZVPD", "total_energy_ev": -7391.754, "homo_lumo_gap_ev": 9.41, "symbols": ["H", "H", "C", "H", "H", "C", "H", "O", "C", "H", "H", "H", "H", "H", "C", "C"], "xyz": [[-0.59, -2.18, -0.41], [1.08, -2.58, 0.02], [1.96, 0.10, 0.36], [1.97, 1.05, 0.92], [-2.37, 2.70, 0.10], [0.44, -1.81, -0.41], [2.28, 0.31, -0.67], [-1.08, 1.10, 0.46], [-0.34, 0.46, -0.40], [-2.17, 1.48, -1.21], [-3.08, 1.06, 0.28], [0.19, -0.61, 1.39], [0.73, -1.65, -1.46], [2.67, -0.59, 0.82], [0.55, -0.48, 0.36], [-2.26, 1.65, -0.14]], "mulliken_charge": [0.36, 0.37, -1.41, 0.35, 0.21, -1.40, 0.33, -0.12, -0.78, 0.40, 0.24, 0.16, 0.34, 0.37, 1.12, -0.56]}



{"formula": "C5H10O", "method": "wB97M-V/def2-TZVPD", "total_energy_ev": -7388.937, "homo_lumo_gap_ev": [7.95, 7.95], "symbols": ["O", "H", "C", "H", "H", "C", "C", "H", "H", "H", "C", "H", "H", "C", "H", "H"], "xyz": [[-1.44, -1.28, -0.65], [-1.73, -2.05, -0.14], [-0.12, 1.61, 0.78], [-2.11, -0.27, 1.04], [0.72, -0.38, -0.78], [-0.96, 1.09, -0.32], [-1.33, -0.20, 0.28], [-0.60, 2.00, 1.67], [0.76, 2.20, 0.50], [1.61, -1.89, -0.34], [0.02, 0.15, 0.77], [1.78, -0.99, -1.89], [-1.52, 1.71, -1.03], [1.67, -0.91, -0.82], [0.75, -0.45, 1.33], [2.49, -0.33, -0.40]], "mulliken_charge": [-0.51, 0.31, -0.45, 0.37, 0.40, -0.56, -0.12, 0.28, 0.23, 0.28, -0.61, 0.42, 0.42, -1.21, 0.45, 0.31]}



Results for energy above the lowest of the compared OMol25 structures with the same formula, charge and spin: 23.2 108.2 21.1 99.4 69.4 134.4 (in kcal/mol, following the order of the records).
Results for maximum force: 0.008 0.023 0.052 0.007 0.011 0.024 (in hartree/bohr, following the order of the records).